# 1
42
Properties=species:S:1:pos:R:3:mulliken_spin:R:1 method="wB97M-V/def2-TZVPD" s2=8.793 mol_weight_g_mol=698.96 energy_ev=-111419.636 total_charge=+1 gap_ev="6.473 / 6.814" spin_multiplicity=6 homo_ev="-9.75 / -10.42"
C -1.29916 1.10046 1.24266 0.0066
H 2.59422 0.88886 0.28124 0.0011
C -0.69743 0.70281 -3.90843 -0.0948
S 2.34065 -1.39397 0.48943 0.0171
H 2.07430 -1.84527 -1.59464 -0.0064
C -0.70640 -3.31228 2.56293 0.0025
H -1.95944 4.36908 -4.20973 0.0143
C -0.04117 -2.65831 1.53733 -0.0045
C -1.60571 3.35200 -4.12031 0.1843
H 1.68234 1.27449 3.59139 0.0003
I -2.98688 3.48182 -1.44098 -0.0021
C -0.07214 -3.54466 3.76947 -0.0014
H -2.47409 1.99051 2.78956 0.0004
Cl -0.98259 -2.50318 0.07116 0.0191
C -0.29031 -0.63182 -3.80488 0.6177
O -1.67680 0.59864 -1.74387 0.1405
Fe -0.16743 -0.34141 -1.13374 3.8606
H -1.72379 -3.63874 2.39933 -0.0007
C 1.27442 -2.21964 1.69786 0.0027
C 0.81642 1.23357 2.94452 0.0002
C -0.42239 1.69177 3.37528 -0.0045
C -1.46877 1.29302 -2.85132 0.1691
H 3.03246 0.36479 1.92237 0.0004
C 1.89077 -2.48518 2.92605 0.0032
H -0.53848 2.09496 4.37235 -0.0003
C -0.35701 1.50170 -5.03198 0.1572
H 0.35827 -1.06885 -4.55033 0.0149
C 0.93757 0.73818 1.66031 -0.0120
H -0.59779 -4.05709 4.56305 -0.0001
C -1.49481 1.63235 2.50691 0.0041
H 1.75554 -3.31443 4.88543 0.0001
I -0.34442 3.93619 -6.80618 -0.0001
N 1.62858 -1.22082 -0.93172 0.0201
Cl 3.53500 -2.00469 3.20215 0.0004
H 0.24265 1.06442 -5.81908 0.0044
C -1.91084 2.60842 -2.99575 -0.0855
C 1.23459 -3.13314 3.95614 0.0019
H -0.82472 -1.32835 -3.16071 -0.0030
H -2.10526 1.03984 0.52207 -0.0016
C 2.27593 0.30239 1.14458 -0.0044
N -0.11094 0.65450 0.82324 0.0304
C -0.81492 2.78705 -5.13315 -0.0521


# 2
7
Properties=species:S:1:pos:R:3:nbo_charge:R:1 method="wB97M-V/def2-TZVPD" de_lowest_kj_mol=397.21 mol_weight_g_mol=70.05 energy_ev=-7129.727 gap_ev=11.738 homo_ev=-10.70 smiles=N#[N+][O-].C#C
C 0.70899 -0.37483 -0.52190 -0.2210
O -3.44911 2.62993 1.45836 -0.3598
N -1.20345 2.36061 1.22223 -0.0554
H 1.38514 -0.36990 -1.31118 0.2270
H -1.02190 -0.54693 0.85981 0.2218
C -0.25383 -0.32143 0.20428 -0.2313
N -2.29855 2.44201 1.25682 0.4186


# 3
17
Properties=species:S:1:pos:R:3:nbo_charge:R:1 method="wB97M-V/def2-TZVPD" de_lowest_kj_mol=484.36 mol_weight_g_mol=102.13 energy_ev=-9438.023 gap_ev=8.056 homo_ev=-7.06
C -1.75920 1.43290 -0.08691 -0.6408
H 1.17044 -2.82235 0.62672 0.2456
C 0.66468 1.05850 0.82023 -0.2196
C -0.28646 1.16627 -0.36139 0.0462
H 2.22331 -0.13288 -0.45264 -0.1170
H -2.14621 0.74494 0.67226 0.2099
O 0.61969 -0.31910 1.12497 -0.4164
H 2.03307 0.61017 -0.07396 0.0607
C 0.48007 -0.92714 -0.00102 0.7091
H -1.88074 2.45740 0.28087 0.2188
H 0.47647 1.64630 1.71467 0.1945
O -0.15094 -0.19094 -0.91329 -0.4913
H 0.83694 -2.68360 -1.12089 0.2473
C 0.49728 -2.40349 -0.12202 -0.6856
H -2.35140 1.31890 -1.00141 0.2166
H 0.08420 1.85216 -1.13120 0.1888
H -0.51122 -2.80804 0.02500 0.2332


# 4
116
Properties=species:S:1:pos:R:3:lowdin_charge:R:1 method="wB97M-V/def2-TZVPD" de_lowest_kj_mol=256.99 mol_weight_g_mol=627.93 energy_ev=-57463.278 gap_ev=5.849 homo_ev=-6.53
H 15.85247 -17.11209 -0.57088 0.0645
H 13.49887 -16.58835 0.55747 0.0936
H 14.37535 -18.49914 4.28361 0.1110
H 18.54882 -21.83094 -1.93530 0.1259
H 9.41429 -17.54203 4.01011 0.0849
H 12.42147 -18.18853 -6.72667 0.1244
C 14.49399 -13.68520 -2.80036 -0.3980
H 16.21591 -18.19791 6.67275 0.1396
H 15.97258 -19.20094 -4.13844 0.0739
O 10.97495 -20.93623 0.93887 -0.2355
H 10.17417 -22.00164 -3.01591 0.0686
H 12.31124 -19.95847 5.89391 0.0596
H 11.81012 -14.62389 1.54997 0.0833
C 9.81043 -21.64859 0.48202 -0.0884
H 12.25532 -16.54786 1.92064 0.0856
H 13.60162 -11.84201 -2.00059 0.0736
H 14.63760 -21.00185 -0.24061 0.0412
H 10.23868 -17.50885 -3.45860 0.0723
H 14.68507 -13.18374 -4.76516 0.0626
H 15.56477 -14.49102 -4.34079 0.0651
H 12.64468 -22.18775 -2.39757 0.0721
H 14.89090 -18.56174 1.52191 0.0751
H 11.69138 -19.90050 -2.11595 0.0790
C 15.26346 -19.57421 1.36633 -0.5588
H 11.27104 -21.61451 -6.42115 0.1164
C 9.97661 -19.24254 2.68223 -0.3354
H 17.29025 -16.35989 -0.68142 0.0909
C 14.53507 -14.88089 -1.79738 -0.1966
Na 13.21855 -22.09061 1.43891 0.6286
H 13.92978 -18.58781 -4.17107 0.0533
C 14.62969 -19.95554 0.06479 -0.1419
C 13.12982 -19.98035 6.61332 -0.1358
H 11.07480 -19.08543 -6.49679 0.1117
O 15.10730 -20.37226 2.45353 -0.3093
O 14.34679 -19.93648 5.95539 -0.1466
C 10.57602 -17.72130 -4.47308 -0.0503
C 13.27379 -12.71193 -2.56968 -0.0369
H 15.11350 -19.42345 -0.75430 0.0634
H 16.85654 -18.85190 3.93287 0.0551
H 11.69506 -19.71315 3.71659 0.0478
H 9.70614 -22.64116 0.04380 0.0907
N 17.29148 -21.88474 -0.27429 0.0695
C 12.98586 -21.75494 -3.33798 -0.0244
H 13.43292 -22.63296 -3.80415 0.0757
C 10.74570 -19.53394 1.32419 -0.1427
C 11.78814 -21.25240 -4.27962 -0.3942
H 9.62071 -17.18617 2.27426 0.0715
C 12.54152 -16.21641 0.92248 -0.2756
H 14.27143 -14.59386 -0.77943 0.1077
H 10.20774 -18.93043 0.59311 0.1015
H 13.04627 -20.85880 7.25319 0.0886
C 12.91429 -20.20341 -6.33366 -0.1883
C 16.47334 -22.00480 -2.57459 -0.2359
H 15.54166 -15.95196 5.28504 0.0674
H 13.60682 -19.58638 -0.00967 0.0510
H 11.43241 -15.89535 -1.04557 0.0594
H 16.63571 -21.20613 -0.63423 0.0109
N 10.72632 -19.97696 3.82630 0.0433
H 18.03603 -21.42445 0.22957 0.0801
H 18.46238 -24.10507 -2.66874 0.0728
H 17.87186 -18.61465 5.06710 0.0608
N 16.94961 -19.00197 4.92731 0.0419
H 17.15287 -16.37550 5.47253 0.0719
C 15.99251 -18.15478 5.60676 -0.4252
H 10.81909 -20.97608 3.71114 0.0508
H 15.43777 -20.53242 -4.65393 0.0554
H 17.29692 -20.19690 -4.66430 0.1017
C 12.15999 -21.41405 -5.82308 -0.1169
O 10.85692 -19.74071 -2.56288 -0.0053
H 13.15595 -17.13511 -4.22726 0.0808
H 10.92935 -17.38726 3.45338 0.0679
C 16.34512 -20.22529 -4.13385 -0.0871
H 9.82146 -22.21561 -4.69603 0.0826
H 12.81414 -12.50101 -3.53526 0.0630
O 16.47454 -20.66500 -2.79241 -0.1866
C 11.72997 -18.69177 -4.54811 -0.4793
H 16.38122 -16.66093 3.97782 0.0737
H 18.93299 -23.93357 -0.99173 0.0740
C 11.29977 -16.37271 -0.07468 -0.0555
H 12.98600 -19.10959 7.25301 0.0820
C 17.68914 -22.41094 -1.59968 -0.4028
H 17.20447 -24.44415 -1.33342 0.0762
H 12.82234 -22.27381 -5.92403 0.1117
H 12.96500 -18.03588 -2.76986 0.0738
H 9.25376 -21.04015 -0.23073 0.0862
H 16.32438 -19.49410 1.12943 0.0810
O 12.63474 -14.84233 1.10963 -0.0987
N 11.22199 -19.89498 -3.86846 -0.1499
C 14.56749 -18.67839 5.34147 -0.2099
H 9.12328 -21.72579 1.32462 0.0809
C 12.98553 -18.14500 -3.85419 -0.0128
H 11.71517 -19.03573 1.32062 0.1078
C 16.22676 -16.76696 5.05160 -0.0874
H 13.88152 -21.14108 -3.24272 0.0520
H 13.90935 -20.04281 -5.91873 0.0848
H 13.95262 -17.89824 5.79024 0.1067
H 10.65535 -16.70537 -4.85998 0.0867
H 16.60582 -22.55861 -3.50403 0.1245
H 11.13768 -23.19603 -4.02028 0.0826
H 13.10254 -20.40844 -7.38753 0.1136
H 15.41343 -13.16489 -2.53202 0.1190
N 14.67414 -14.03133 -4.21599 0.0285
H 9.65487 -18.08113 -4.93144 0.0857
H 12.42357 -13.19626 -2.08942 0.0600
H 13.82668 -15.59708 -2.21373 0.1078
O 15.81548 -15.44359 -1.79500 -0.1812
H 10.36187 -15.94313 0.27733 0.0691
C 10.63921 -22.22772 -3.97546 -0.0521
H 8.90693 -19.44932 2.71566 0.1296
C 9.97637 -17.78939 3.10957 -0.0844
H 15.97417 -15.55250 0.27574 0.0948
H 11.18156 -17.42345 -0.33936 0.0333
C 16.23444 -16.09317 -0.63422 -0.1070
C 12.06477 -18.96984 -6.05554 -0.1195
H 15.55187 -22.29832 -2.07177 0.1043
C 18.08107 -23.89083 -1.67034 -0.0638